No. 1
Density functional theory data (the ωB97M-V functional and the def2-TZVPD basis) for a structure of composition C26H43BaCl3N3O3Si at a distorted geometry.

Structure (XYZ):
```
80
Properties=species:S:1:pos:R:3:forces:R:3:mulliken_charge:R:1
Ba 0.71351 -0.15629 0.63035 -2.3 1.4 -1.4 1.79
Cl -0.76209 0.78047 2.96037 -0.1 -0.2 0.7 -0.67
Cl 2.08653 6.81862 -2.91045 -0.1 0.2 -0.2 -0.35
Cl 1.14388 2.37604 -0.57203 0.4 0.6 -0.5 -0.97
Si 3.64508 6.06257 -1.75900 0.1 -0.3 0.5 0.51
O -0.06581 -2.52454 1.11475 -0.9 0.7 1.0 -0.88
O 1.30291 -1.40283 -1.58005 -1.1 -1.1 -0.7 -0.89
O -1.70800 -0.32064 -0.73250 5.8 -1.6 -1.2 -0.80
N 2.77627 -0.69927 1.92223 0.5 -0.2 0.1 -0.36
N -0.35914 -1.16868 -3.12027 0.3 -0.8 0.3 0.38
N -1.32047 -3.80661 2.36603 -0.1 -0.3 0.1 0.38
C 4.50870 4.75249 -2.79342 -0.1 0.3 0.1 -0.89
C -2.73680 0.09426 -0.09054 -1.9 1.2 1.3 0.14
C 2.54759 -1.19252 3.14388 0.8 0.4 -0.9 -0.30
C -5.11358 -3.28780 1.00308 -0.1 -0.6 -0.1 -0.53
C -3.28417 -2.36468 -0.27285 -0.4 0.1 0.3 0.27
C 5.08713 -0.74319 2.14857 0.3 -0.2 0.3 -0.66
C -4.83431 1.17490 -3.16146 0.0 -0.1 -0.2 -1.53
C -3.54310 -1.12675 0.33581 -0.5 0.8 0.1 -0.29
C -4.53692 -0.96796 1.30255 0.3 -0.5 -0.5 -0.16
C 3.62607 -1.48217 3.94280 0.1 0.1 -0.3 -0.65
C -2.39032 -4.04000 3.31664 0.7 0.1 -0.6 -1.03
C -4.21103 0.46704 -2.01360 0.2 0.3 0.5 0.08
C -1.40316 -1.82791 -3.88931 0.3 0.6 0.6 -0.80
C -5.33157 -2.06366 1.62413 0.1 0.4 0.2 -0.68
C 3.98038 -0.46243 1.39128 -1.0 -0.4 0.9 -0.56
C 4.90638 -1.26042 3.43486 0.1 0.0 0.1 1.34
C -3.30763 0.98286 -1.17261 -1.4 0.3 0.3 0.38
C 2.88977 5.35335 -0.20518 0.1 0.1 -0.4 -0.43
C -0.61370 -4.92195 1.73778 -0.2 0.1 0.2 -0.96
C 4.80009 7.50343 -1.37710 -0.1 -0.2 -0.2 -0.94
C -0.12792 0.25766 -3.36600 0.0 -0.4 0.2 -0.61
C 6.07586 -1.59971 4.29615 0.6 -0.1 0.3 -1.39
C -0.98731 -2.59249 1.96392 0.9 0.2 -1.0 0.56
C 0.29496 -1.86045 -2.17043 0.8 1.3 -0.1 0.34
C -2.64682 2.34882 -1.23305 -0.5 -0.6 0.1 -1.29
C -4.08914 -3.45055 0.05839 -0.1 0.3 0.3 -0.56
H -1.53801 -1.70945 2.41765 0.7 -0.8 -0.5 0.13
H -1.94900 -4.56000 4.16383 -0.4 -0.1 0.3 0.35
H -1.07163 0.79092 -3.22260 0.1 -0.1 0.1 0.11
H -2.56164 0.75077 0.84508 -0.2 -0.7 -0.6 0.39
H 5.33972 4.32249 -2.22551 0.0 0.0 -0.1 0.30
H 3.44461 -1.87720 4.92436 0.3 -0.1 0.4 0.40
H -1.40672 -2.87674 -3.59836 -0.2 0.0 -0.2 0.30
H -0.20736 -5.54700 2.52456 0.1 -0.3 0.1 0.36
H 4.90176 5.18609 -3.71737 0.0 -0.1 0.1 0.27
H -3.02579 2.93779 -0.38702 0.1 0.1 -0.2 0.33
H -5.74800 -4.14263 1.25838 0.2 0.3 -0.1 0.35
H 3.67515 4.93940 0.43441 0.0 0.0 0.0 0.28
H -0.10881 -2.87632 -1.94513 0.2 0.5 -0.2 0.12
H 6.06427 -0.56353 1.72804 0.3 -0.1 0.2 0.32
H 6.05538 -1.02043 5.23187 0.0 -0.2 -0.3 0.31
H 1.50576 -1.33058 3.45450 0.3 0.2 -0.2 0.35
H -4.71792 0.58170 -4.06731 -0.1 0.1 -0.4 0.27
H 5.64151 7.15581 -0.76878 -0.1 0.0 0.0 0.32
H -2.36226 -1.35936 -3.65744 -0.1 -0.1 -0.1 0.15
H -2.46484 -2.44986 -0.99590 -0.4 0.3 0.4 0.01
H 7.02435 -1.39300 3.78382 -0.2 -0.1 0.2 0.33
H -1.32074 -5.49363 1.13865 0.0 -0.2 -0.1 0.29
H 0.19708 -4.54236 1.09342 -0.6 -0.2 0.5 0.20
H -5.90573 1.27295 -2.97976 -0.2 0.1 -0.1 0.30
H 4.01891 -0.05901 0.37225 -0.1 -0.1 0.4 0.46
H -4.41345 2.16878 -3.32695 -0.1 -0.1 0.0 0.36
H -1.55557 2.26720 -1.12053 -0.3 0.0 -0.1 0.05
H -2.89701 2.85089 -2.16885 0.2 0.2 0.1 0.40
H -6.11175 -1.92434 2.36254 -0.1 -0.3 0.0 0.36
H 3.80694 3.95264 -3.04589 0.1 0.1 0.1 0.26
H -3.91342 -4.40694 -0.43026 -0.2 0.0 0.2 0.40
H 2.35510 6.12691 0.35244 0.0 0.0 0.0 0.27
H 4.27082 8.28411 -0.82247 0.0 -0.1 -0.1 0.25
H 0.19875 0.38313 -4.40218 0.1 0.1 0.0 0.31
H 5.19582 7.94100 -2.29857 0.0 0.0 0.1 0.26
H -4.55622 -0.56037 -1.83138 0.0 0.4 0.0 0.31
H 2.18979 4.53724 -0.45056 0.2 0.2 0.1 -0.18
H 0.62532 0.65244 -2.67012 -0.3 -0.2 -0.3 0.25
H -2.77771 -3.06002 3.59684 -0.2 -0.2 0.1 0.29
H -4.65330 0.02792 1.74282 -0.1 -0.4 0.0 0.44
H -3.14565 -4.63679 2.81257 -0.3 -0.1 0.3 0.36
H -1.17006 -1.72362 -4.95113 -0.1 -0.1 0.0 0.33
H 6.05943 -2.66604 4.57230 0.0 0.3 -0.1 0.31
```
Positions in Å, forces in eV/Å.

The energy relative to the best compared isomer or geometry (same formula, charge and spin) is 1.4138 eV. The orbital gap is 5.7 eV. For the LUMO energy, the calculation gives 1.98 eV. The value obtained for the HOMO energy is -3.683 eV. The charge is -1.

=====

No. 2
Density functional theory data (the ωB97M-V functional and the def2-TZVPD basis) for a cluster of 3 separate species, C3H10O3S2 in total at a distorted geometry.

Structure (XYZ):
```
18
Properties=species:S:1:pos:R:3:forces:R:3:mulliken_charge:R:1
S 1.56347 0.98815 3.13426 0.0 -0.5 1.1 -0.20
S 2.67402 0.60034 1.49540 0.1 -0.3 -1.0 -0.05
O -3.21851 0.01225 -0.52476 -2.0 1.9 -0.4 -0.62
O 1.70229 -2.75431 -2.31861 -0.9 1.7 1.4 -0.47
O -2.12965 2.57772 0.79137 2.7 -0.6 2.1 -0.61
C 1.91849 -0.58728 -0.95065 1.1 -2.5 -1.6 -0.53
C 1.64588 -0.56005 0.53790 -3.4 1.4 -0.2 -0.49
C 1.20737 -1.91595 -1.58903 0.4 0.8 0.4 0.10
H -3.21329 -0.83424 -0.93957 0.1 -1.1 -0.4 0.30
H -2.76880 2.97017 0.28813 -2.5 1.8 -2.0 0.26
H 0.11273 -1.94349 -1.22241 1.0 -0.4 -0.6 0.22
H 2.99274 -0.62220 -1.24528 -0.6 -0.2 0.5 0.33
H 0.39987 1.43080 2.65650 -0.1 0.4 -0.5 0.15
H -2.33311 1.65757 0.75343 -0.2 -1.2 -0.1 0.36
H -4.06836 0.42990 -0.88479 1.8 -0.8 0.8 0.31
H 0.55570 -0.14672 0.62421 1.8 -0.3 -0.1 0.10
H 1.42454 -1.54778 0.90377 1.0 -0.6 0.7 0.45
H 1.53463 0.24509 -1.50987 -0.5 0.6 0.0 0.38
```
Positions in Å, forces in eV/Å.

The energy relative to the best compared isomer or geometry (same formula, charge and spin) is 1.3714 eV. Its SMILES is O=CCCSS.O.O. The orbital gap is 8.8 eV. For the LUMO energy, the calculation gives 0.11 eV. The value obtained for the HOMO energy is -8.716 eV.

=====

No. 3
Density functional theory data (the ωB97M-V functional and the def2-TZVPD basis) for a structure of composition C10H11FeNS at a distorted geometry.

Structure (XYZ):
```
24
Properties=species:S:1:pos:R:3:forces:R:3:mulliken_charge:R:1
Fe -0.59722 -0.19157 -1.27082 -1.7 0.8 -2.2 -0.63
S 2.40915 1.86225 1.01573 0.2 0.2 -0.7 -0.22
N -0.80092 -0.52204 0.65371 -0.5 -0.6 1.4 -0.47
C 1.02443 0.95334 0.49091 0.0 0.3 -0.4 -0.29
C -1.71723 -1.27040 1.31754 0.8 0.7 0.9 -0.09
C -0.41940 -1.34418 -3.05918 -1.8 -1.0 -1.5 -1.12
C -1.74195 -1.28777 2.71812 -0.2 -0.2 -0.8 -0.62
C 0.11712 0.22311 1.35654 -0.5 -0.3 -0.5 1.29
C 2.81192 2.24132 -0.63212 -1.0 -0.4 -0.9 -0.41
C -0.84483 -0.50764 3.46140 -0.2 -0.1 -0.9 -0.33
C 0.84694 0.98368 -0.89397 2.1 0.2 0.8 0.32
C 0.07526 0.24816 2.75846 -0.1 -0.1 0.0 -0.71
C 1.89545 1.72230 -1.54505 0.1 0.1 1.4 -0.29
H -2.42556 -1.84087 0.70231 0.3 0.3 0.4 0.38
H 3.67396 2.84349 -0.89561 0.0 -0.1 0.3 0.44
H 1.91489 1.80655 -2.63586 0.3 0.2 0.5 0.36
H -0.32133 -1.28413 -4.18347 -0.5 0.1 1.3 0.34
H -1.18320 1.21004 -1.96412 -0.6 -0.3 0.3 -0.12
H 0.56351 -1.77117 -2.74117 -0.7 0.8 0.4 0.31
H -0.90249 -0.50011 4.54968 0.1 0.1 -0.3 0.41
H 0.77106 0.87472 3.27994 0.3 0.2 0.2 0.33
H -2.47437 -1.91071 3.19841 -0.2 -0.1 0.2 0.37
H -1.21862 -2.05692 -2.81022 0.7 -1.2 -0.7 0.38
H -1.45658 -0.48145 -2.87116 2.8 0.3 0.8 0.39
```
Positions in Å, forces in eV/Å.

The energy relative to the best compared isomer or geometry (same formula, charge and spin) is 0.4788 eV. The expectation value of S² is 6.0392. The orbital gap (spin up / spin down) is 6.3 / 7.5 eV. Its spin multiplicity is 5. For the LUMO energy (spin up / spin down), the calculation gives 0.12 / -0.16 eV. The value obtained for the HOMO energy (spin up / spin down) is -6.207 / -7.646 eV.

=====

No. 4
Density functional theory data (the ωB97M-V functional and the def2-TZVPD basis) for a structure of composition C2H6OSn at a distorted geometry.

Structure (XYZ):
```
10
Properties=species:S:1:pos:R:3:forces:R:3:mulliken_charge:R:1
Sn 19.90922 14.52652 12.82490 -1.7 0.0 -0.3 1.82
O 17.23122 14.31173 11.80719 3.0 0.1 -0.2 -0.47
C 15.78897 14.28198 11.75011 -2.1 -0.8 0.8 -0.29
C 15.26976 12.84439 11.83912 0.4 0.1 -0.6 -1.00
H 14.17985 12.84650 11.83258 0.0 0.1 0.3 0.34
H 15.45280 14.76618 10.83221 0.3 0.1 0.0 0.28
H 15.40879 14.85245 12.59576 0.3 0.1 0.0 0.29
H 15.54388 12.24817 10.96487 0.1 0.2 -0.1 0.36
H 17.51678 14.04166 10.92092 -0.2 -0.1 0.0 0.37
H 15.65588 12.31433 12.70897 -0.2 0.2 0.2 0.29
```
Positions in Å, forces in eV/Å.

The energy relative to the best compared isomer or geometry (same formula, charge and spin) is 1.2814 eV. The orbital gap is 5.7 eV. For the LUMO energy, the calculation gives -13.26 eV. The value obtained for the HOMO energy is -18.965 eV. The charge is +2.

=====

No. 5
Density functional theory data (the ωB97M-V functional and the def2-TZVPD basis) for a structure of composition C30H43F10N6PtSi4.

Structure (XYZ):
```
94
Properties=species:S:1:pos:R:3:forces:R:3:mulliken_charge:R:1
Pt -0.00586 0.82830 0.10483 0.3 0.2 -0.1 3.73
Si 0.75946 -1.22863 -0.60962 -0.3 -0.1 0.1 -1.44
Si -0.90002 -2.88229 -0.26524 0.1 0.0 0.0 0.94
Si 1.13075 -1.51803 -2.93524 0.0 0.1 0.0 0.73
Si 2.75267 -2.05027 0.33945 0.1 0.2 -0.1 0.72
F 3.11178 2.57930 3.50945 0.1 0.1 -0.1 -0.39
F -0.30672 -1.31115 5.08262 -0.1 -0.1 0.0 -0.35
F -0.07034 -0.87294 2.53570 0.0 0.0 -0.1 0.04
F 2.86837 2.01787 6.00249 0.1 0.0 0.1 -0.35
F -6.81267 0.23660 -1.82930 -0.1 0.0 0.0 -0.36
F -3.07268 2.33184 -3.64912 0.1 0.1 -0.1 -0.39
F -5.56726 1.75548 -3.73640 -0.1 0.0 -0.1 -0.33
F -5.28287 -0.70285 0.24708 0.0 -0.1 0.1 -0.36
F -2.75093 -0.19950 0.41816 0.1 0.0 0.1 -0.40
F 1.16030 0.09082 6.93371 0.0 0.0 0.1 -0.36
N -3.46671 3.40950 2.98876 0.0 0.1 0.0 -0.73
N 1.54444 1.12250 1.42901 0.4 -0.3 0.6 0.14
N -1.29640 2.22508 1.70792 -0.2 0.2 -0.2 0.25
N 1.17620 2.84617 -0.96083 0.2 0.6 -0.2 0.89
N -1.32917 1.39407 -1.41324 -0.6 -0.4 -0.4 0.19
N -3.92978 1.40157 4.04671 0.1 0.1 0.1 -0.47
C -2.65644 1.12210 -1.57316 0.3 0.2 0.0 0.69
C -4.72429 0.05301 -0.70879 0.0 0.0 0.0 -0.06
C -2.25042 -2.69392 -1.57381 -0.1 0.0 -0.1 -0.88
C -1.72897 -2.89326 1.42138 -0.1 0.1 0.1 -0.88
C -3.38169 0.34669 -0.63172 -0.1 0.0 -0.1 -0.87
C -0.72298 2.27327 -2.43808 -0.1 0.0 0.2 -1.14
C 2.70670 -0.69296 -3.59054 0.1 0.0 0.0 -1.34
C 2.47943 2.35762 -0.52738 -0.3 -0.3 0.1 -0.73
C 2.23452 1.58308 3.78595 0.0 0.0 0.0 0.33
C 4.18041 -0.85880 0.01539 0.1 0.0 0.0 -0.76
C 1.27017 0.34730 5.61990 0.0 0.0 0.0 0.67
C 1.31927 -3.29035 -3.55659 0.0 -0.2 0.0 -1.23
C -0.33325 -0.85078 -3.92120 -0.1 0.1 -0.1 -0.99
C -3.51170 1.56364 -2.62279 -0.1 0.0 0.1 0.23
C 0.65333 -0.07799 3.33886 0.1 -0.1 0.0 -0.75
C 2.50262 2.15582 0.97699 -0.1 -0.1 0.0 -1.25
C 1.49772 0.90697 2.77179 0.1 0.3 -0.2 0.01
C -4.86400 1.27524 -2.70168 0.1 0.0 0.0 0.11
C -5.50065 0.51508 -1.75005 0.0 0.0 0.0 0.78
C 0.78143 2.40033 -2.28331 -0.1 -0.2 0.2 -0.24
C -2.67556 4.08978 2.15318 0.0 0.0 0.0 -0.62
C 1.02093 4.27806 -0.80361 0.2 0.0 -0.1 -1.54
C 0.53008 -0.34373 4.68321 0.0 0.0 0.0 -0.02
C 2.12810 1.30825 5.13941 0.0 0.0 -0.1 0.25
C -0.25129 -4.65002 -0.43280 0.1 -0.1 0.0 -1.38
C -3.15500 2.13852 3.18343 0.0 -0.1 0.0 0.37
C 2.78381 -2.39306 2.18860 -0.1 0.0 0.1 -1.20
C -2.05093 1.54603 2.54129 0.1 -0.1 0.0 -0.06
C -1.60353 3.51664 1.50904 0.0 -0.1 0.0 -0.32
C 3.30815 -3.66457 -0.46554 0.0 -0.1 -0.1 -1.17
H -0.85500 -0.05980 -3.38635 0.0 -0.1 0.0 0.08
H 2.92635 -1.47207 2.75651 0.0 0.0 0.0 0.21
H -2.32282 -1.66882 -1.94076 0.0 0.0 0.0 -0.07
H 2.83333 0.34819 -3.29260 0.0 0.0 0.0 0.35
H -2.92270 5.13250 1.98920 0.0 0.0 0.0 0.40
H -3.22965 -2.97411 -1.17177 0.0 0.0 0.0 0.44
H 0.24518 -4.82214 -1.38810 0.0 0.0 0.0 0.30
H -1.20059 3.25977 -2.42081 0.0 0.0 0.1 0.63
H 3.29302 3.02965 -0.84610 0.0 0.0 0.1 0.44
H 1.40336 -3.26022 -4.64820 0.0 0.0 0.0 0.37
H 4.29466 -0.64258 -1.04993 0.0 0.0 0.0 0.19
H 3.59017 -1.23712 -3.24382 0.0 0.0 0.0 0.27
H 3.49327 -3.54045 -1.53391 0.0 0.0 0.0 0.21
H -0.98557 4.07387 0.82227 0.0 0.0 0.0 0.05
H -1.81485 0.50013 2.69283 0.0 0.0 0.0 -0.16
H 2.70446 -0.73056 -4.68510 0.0 0.0 0.0 0.46
H 2.58324 -4.47130 -0.35104 0.0 0.0 0.0 0.27
H 1.69358 4.84219 -1.47506 0.0 0.0 0.0 0.24
H -4.82776 1.79990 4.26231 0.0 0.0 0.0 0.27
H 2.64724 1.38253 -0.98688 0.0 0.0 -0.1 -0.56
H 2.30561 3.11493 1.46452 -0.1 0.0 0.0 0.63
H -2.04255 -3.33743 -2.43388 0.0 0.0 0.0 0.43
H -0.87495 1.88373 -3.44401 -0.1 0.0 -0.1 0.69
H 4.24648 -3.98005 0.00232 0.0 0.0 0.0 0.43
H -1.08410 -5.35694 -0.34924 0.0 0.0 0.0 0.39
H 1.18159 1.40005 -2.41914 0.1 0.0 -0.1 -1.27
H -0.00860 -0.46439 -4.89272 0.0 0.0 0.0 0.50
H 1.86836 -2.86803 2.55071 0.0 0.0 0.0 0.22
H -3.90145 0.40083 3.95400 0.0 0.0 0.0 0.23
H 4.01142 0.08537 0.53272 0.0 0.0 0.0 -0.06
H 0.46169 -4.88728 0.36024 0.0 0.0 0.0 0.29
H 2.20634 -3.78902 -3.16446 0.0 0.0 0.0 0.27
H 1.19743 3.04870 -3.07408 -0.1 0.0 0.0 0.37
H -2.44407 -3.72184 1.46269 0.0 0.0 0.0 0.54
H 5.12439 -1.27828 0.37945 0.0 0.0 0.0 0.51
H 1.24440 4.57514 0.22145 0.0 0.0 0.0 0.34
H 3.52159 1.87640 1.25917 0.0 0.1 0.0 0.67
H -2.26849 -1.96399 1.59916 0.0 -0.1 0.1 -0.10
H -0.00353 4.57132 -1.03245 0.0 0.0 0.0 0.42
H -1.00526 -3.02449 2.22675 0.0 -0.1 0.0 0.20
H -1.05948 -1.64736 -4.09936 0.0 0.0 0.0 0.34
H 0.45374 -3.90679 -3.30849 0.0 0.0 0.0 0.26
H 3.62198 -3.06157 2.40774 0.0 0.0 0.0 0.60
```
Positions in Å, forces in eV/Å.

The energy relative to the best compared isomer or geometry (same formula, charge and spin) is 0.0775 eV. The orbital gap is 6.5 eV. For the LUMO energy, the calculation gives 2.22 eV. The value obtained for the HOMO energy is -4.276 eV. The charge is -1.

=====

No. 6
Density functional theory data (the ωB97M-V functional and the def2-TZVPD basis) for a cluster of 2 separate species, C5H7OS in total at a distorted geometry.

Structure (XYZ):
```
14
Properties=species:S:1:pos:R:3:forces:R:3:mulliken_charge:R:1
S 0.87959 2.88862 -2.98545 -0.5 -0.2 -0.3 -0.31
O 2.46061 2.77317 -0.79792 -1.9 -0.8 -1.2 -0.30
C -0.06747 0.09066 -0.31694 1.0 1.2 -1.2 0.07
C 1.63053 2.61811 -1.62600 2.1 0.6 1.6 0.38
C -1.13805 -0.81638 1.84070 0.1 0.2 -0.4 -0.97
C 0.30098 -1.20087 -0.96931 -0.2 -0.2 0.3 -1.01
C -0.66661 0.24624 0.84321 -0.5 -0.4 0.9 -0.59
H -0.79636 -1.80634 1.54264 0.0 -0.1 0.0 0.27
H 1.37993 -1.36228 -0.87361 0.0 0.0 -0.1 0.16
H -0.74174 -0.60272 2.83654 0.0 -0.1 0.1 0.25
H 0.07523 -1.15230 -2.03849 0.1 -0.1 0.0 0.24
H -2.22953 -0.83539 1.91248 -0.1 -0.1 0.1 0.19
H -0.87940 1.25452 1.19973 0.0 0.2 0.1 0.24
H -0.20768 -2.09503 -0.56759 0.0 -0.3 0.0 0.36
```
Positions in Å, forces in eV/Å.

The energy relative to the best compared isomer or geometry (same formula, charge and spin) is 2.3523 eV. The orbital gap (spin up / spin down) is 4.7 / 4.7 eV. For the LUMO energy (spin up / spin down), the calculation gives 3.21 / 3.21 eV. The value obtained for the HOMO energy (spin up / spin down) is -1.491 / -1.490 eV. The charge is -1.

=====

Number 1: energy -3102.33409 hartree. Number 2: energy -1142.34545 hartree. Number 3: energy -2104.11075 hartree. Number 4: energy -368.52657 hartree. Number 5: energy -3773.54825 hartree. Number 6: energy -668.07430 hartree.